No. 1
{
  "formula": "H13O6",
  "method": "wB97M-V/def2-TZVPD",
  "charge": 1,
  "gap_ev": 10.9,
  "relative_energy_kcal_mol": 17.1,
  "e_homo_ev": -14.145,
  "lumo_energy_ha": -0.1176,
  "e_tot_ha": -458.99103,
  "elements": ["O", "H", "H", "H", "O", "H", "H", "O", "H", "H", "O", "H", "H", "O", "H", "H", "O", "H", "H"],
  "xyz": [[-2.243, -14.582, -13.258], [-2.514, -15.398, -13.790], [-1.852, -13.863, -13.805], [-3.018, -14.338, -12.650], [-3.896, -14.205, -8.887], [-4.157, -14.299, -9.809], [-4.158, -15.031, -8.463], [-3.460, -16.571, -14.493], [-3.150, -16.926, -15.338], [-4.133, -17.195, -14.189], [-1.372, -13.372, -15.831], [-1.194, -13.572, -16.758], [-1.459, -12.411, -15.797], [-2.162, -11.760, -13.362], [-1.282, -11.472, -13.079], [-2.615, -10.946, -13.617], [-4.311, -13.709, -11.825], [-4.418, -12.955, -11.224], [-4.972, -13.569, -12.520]]
}

---

No. 2
{
  "formula": "C5H10N4",
  "method": "wB97M-V/def2-TZVPD",
  "charge": 0,
  "gap_ev": 8.7,
  "relative_energy_kcal_mol": 45.1,
  "e_homo_ev": -8.336,
  "lumo_energy_ha": 0.0138,
  "e_tot_ha": -415.48497,
  "elements": ["C", "C", "C", "C", "N", "N", "N", "C", "N", "H", "H", "H", "H", "H", "H", "H", "H", "H", "H"],
  "xyz": [[1.540, -0.133, 0.057], [-1.131, 0.965, -0.645], [-1.580, 0.636, 1.795], [-0.630, 0.656, 0.630], [1.447, -1.149, -0.813], [2.724, 0.535, 0.125], [0.586, 0.194, 0.901], [-1.612, -1.621, -1.562], [-1.035, -2.581, -1.863], [2.208, -1.372, -1.434], [0.585, -1.687, -0.901], [3.576, 0.091, -0.179], [2.795, 1.220, 0.859], [-1.563, -0.322, -1.105], [-0.418, 1.170, -1.438], [-2.026, 1.577, -0.682], [-2.370, 1.379, 1.690], [-2.049, -0.353, 1.833], [-1.047, 0.794, 2.732]]
}

---

No. 3
{
  "formula": "C2H3OS4",
  "method": "wB97M-V/def2-TZVPD",
  "spin_multiplicity": 3,
  "charge": -1,
  "gap_ev": [3.1, 6.7],
  "relative_energy_kcal_mol": 0.0,
  "e_homo_ev": [-0.177, -4.356],
  "lumo_energy_ha": [0.1080, 0.0876],
  "e_tot_ha": -1745.90962,
  "s2": 2.01,
  "elements": ["C", "C", "O", "S", "S", "S", "S", "H", "H", "H"],
  "xyz": [[1.807, -0.031, 0.349], [-0.607, -0.078, -0.417], [2.253, 0.925, -0.132], [1.788, -1.160, 1.483], [-1.236, -1.741, -0.159], [-0.513, 0.378, -2.177], [-1.521, 1.349, 0.237], [-0.915, -1.574, 1.149], [0.619, 0.986, -1.994], [-1.675, 0.946, 1.662]]
}

---

No. 4
{
  "formula": "C4H5N3O",
  "method": "wB97M-V/def2-TZVPD",
  "charge": 0,
  "gap_ev": 10.3,
  "relative_energy_kcal_mol": 126.6,
  "e_homo_ev": -10.161,
  "lumo_energy_ha": 0.0035,
  "e_tot_ha": -394.76579,
  "elements": ["C", "C", "C", "C", "H", "H", "H", "H", "H", "N", "N", "N", "O"],
  "xyz": [[0.674, 0.947, 0.616], [-0.039, 0.117, -1.568], [-0.146, -1.152, -0.642], [-1.090, -2.135, -0.392], [0.798, 1.741, 2.366], [-0.896, 1.173, 2.010], [-0.939, 0.480, -2.268], [1.051, 0.167, -1.971], [0.891, -1.390, -0.233], [0.143, 1.810, 1.439], [-0.253, 0.201, -0.143], [-2.047, -2.712, 0.106], [1.852, 0.753, 0.680]]
}

---

No. 5
{
  "formula": "C12H16N2O",
  "method": "wB97M-V/def2-TZVPD",
  "smiles": "Cc1c[nH]c2ccccc12.CCC(N)=O",
  "charge": 0,
  "gap_ev": 8.9,
  "relative_energy_kcal_mol": 6.2,
  "e_homo_ev": -8.068,
  "lumo_energy_ha": 0.0299,
  "e_tot_ha": -651.63369,
  "elements": ["C", "C", "C", "N", "C", "C", "C", "C", "C", "C", "H", "H", "H", "H", "H", "H", "H", "H", "H", "C", "C", "C", "N", "O", "H", "H", "H", "H", "H", "H", "H"],
  "xyz": [[1.722, 2.679, 0.748], [1.056, 1.850, -0.323], [1.488, 1.441, -1.529], [0.472, 0.773, -2.194], [-0.637, 0.710, -1.393], [-1.852, 0.078, -1.590], [-2.843, 0.343, -0.638], [-2.631, 1.231, 0.415], [-1.370, 1.779, 0.629], [-0.322, 1.457, -0.234], [1.258, 3.666, 0.751], [2.814, 2.710, 0.652], [1.598, 2.157, 1.692], [2.411, 1.508, -2.070], [0.559, 0.140, -2.973], [-2.138, -0.604, -2.382], [-3.741, -0.265, -0.739], [-3.420, 1.302, 1.163], [-1.226, 2.444, 1.473], [0.023, -2.781, -0.502], [1.042, -2.886, 0.654], [1.327, -1.563, 1.341], [0.279, -1.012, 2.039], [2.445, -1.090, 1.435], [-0.495, -3.719, -0.638], [0.508, -2.344, -1.365], [-0.757, -2.078, -0.223], [0.596, -3.454, 1.467], [1.974, -3.350, 0.371], [0.511, -0.075, 2.338], [-0.649, -1.046, 1.627]]
}

---

No. 6
{
  "formula": "H35O17",
  "method": "wB97M-V/def2-TZVPD",
  "charge": 1,
  "gap_ev": 10.0,
  "relative_energy_kcal_mol": 145.5,
  "e_homo_ev": -12.814,
  "lumo_energy_ha": -0.1043,
  "e_tot_ha": -1299.67714,
  "elements": ["O", "H", "H", "O", "H", "H", "O", "H", "H", "O", "H", "H", "O", "H", "O", "H", "H", "O", "H", "H", "O", "H", "H", "O", "H", "H", "O", "H", "H", "O", "H", "H", "O", "H", "H", "O", "H", "H", "O", "H", "H", "O", "H", "H", "O", "H", "H", "O", "H", "H", "H", "H"],
  "xyz": [[0.988, -0.221, -4.575], [0.502, -1.055, -4.734], [1.356, 0.006, -5.332], [1.516, -1.021, -1.094], [1.552, -0.881, 0.594], [1.439, -1.969, -1.228], [-4.431, 1.949, 0.373], [-5.100, 1.977, -0.392], [-4.558, 1.093, 0.853], [-0.791, 2.610, 1.295], [-1.585, 2.571, 1.543], [0.092, 3.633, -0.234], [-3.382, -2.044, -0.816], [-1.729, 2.205, -4.879], [-3.417, 0.804, 3.009], [-3.523, 0.413, 2.221], [-3.883, 1.727, 3.065], [2.780, 1.720, -0.772], [2.167, 1.801, -1.575], [2.274, 1.152, -0.131], [-0.994, 2.694, -4.630], [-2.465, -2.178, -0.748], [-0.217, 2.100, -4.450], [-0.492, 0.603, 3.506], [-1.045, -3.334, 1.552], [-1.459, 1.028, 3.544], [2.218, 0.037, 4.172], [2.583, 0.305, 4.973], [1.660, 0.662, 3.910], [-0.444, -3.705, -0.923], [-1.018, -3.377, -1.592], [0.273, -4.218, -1.168], [1.575, -1.067, 1.614], [0.716, -1.734, 1.795], [2.380, -1.665, 1.837], [-0.246, 1.519, -1.511], [-0.436, 1.696, -0.671], [-0.418, 2.354, -1.984], [3.015, -2.405, -3.438], [3.370, -1.968, -2.678], [-1.371, -1.693, 2.218], [0.647, 3.565, -0.964], [0.749, 4.381, -1.372], [0.892, -0.440, -1.473], [-0.737, -2.452, 2.040], [-0.147, 3.171, 1.815], [2.530, -1.553, -3.732], [3.529, -2.361, 2.349], [3.753, -2.053, 3.323], [3.925, -1.665, 1.837], [-4.027, -2.748, -0.605], [-0.565, 0.030, 4.266]]
}

---

No. 7
{
  "formula": "H4OP2",
  "method": "wB97M-V/def2-TZVPD",
  "smiles": "O=[PH2]P",
  "charge": 0,
  "gap_ev": [8.4, 8.4],
  "relative_energy_kcal_mol": 91.6,
  "e_homo_ev": [-8.983, -8.982],
  "lumo_energy_ha": [-0.0220, -0.0219],
  "e_tot_ha": -760.15561,
  "elements": ["O", "P", "P", "H", "H", "H", "H"],
  "xyz": [[0.432, 2.569, 0.022], [0.323, 0.611, 0.864], [0.644, -0.469, -1.060], [1.372, 0.854, 1.685], [-0.571, 0.102, 1.798], [2.029, -0.611, -0.986], [0.738, 0.806, -1.660]]
}

---

No. 8
{
  "formula": "C4H12N2",
  "method": "wB97M-V/def2-TZVPD",
  "smiles": "C=CN.CCN",
  "charge": 0,
  "gap_ev": 9.2,
  "relative_energy_kcal_mol": 40.7,
  "e_homo_ev": -8.285,
  "lumo_energy_ha": 0.0350,
  "e_tot_ha": -269.05145,
  "elements": ["C", "C", "N", "H", "H", "H", "H", "H", "C", "C", "N", "H", "H", "H", "H", "H", "H", "H"],
  "xyz": [[-2.752, -0.061, -2.766], [-2.916, -0.304, -1.477], [-2.801, -1.453, -0.721], [-2.491, -0.816, -3.482], [-2.819, 0.920, -3.210], [-3.119, 0.565, -0.859], [-2.758, -1.248, 0.258], [-3.086, -2.380, -0.963], [1.654, -0.064, 0.964], [2.383, 1.109, 1.719], [3.800, 0.774, 1.817], [2.183, -0.887, 1.429], [0.632, -0.095, 1.325], [1.608, 0.073, -0.105], [2.124, 1.987, 1.161], [1.984, 1.053, 2.727], [4.414, 1.534, 2.023], [4.072, 0.038, 1.201]]
}

---

No. 9
{
  "formula": "C11H17N2O2",
  "method": "wB97M-V/def2-TZVPD",
  "smiles": "O=[N+]=C1CCCC[C@H]1[N+]([O-])=C1CCCC1",
  "charge": 1,
  "gap_ev": [9.0, 6.7],
  "relative_energy_kcal_mol": 96.2,
  "e_homo_ev": [-13.821, -13.005],
  "lumo_energy_ha": [-0.1779, -0.2314],
  "e_tot_ha": -688.91421,
  "elements": ["O", "N", "C", "C", "C", "C", "C", "C", "N", "O", "C", "C", "C", "C", "C", "H", "H", "H", "H", "H", "H", "H", "H", "H", "H", "H", "H", "H", "H", "H", "H", "H"],
  "xyz": [[-0.639, -1.747, -1.648], [-0.020, -1.043, -0.928], [0.961, -0.715, -0.225], [2.200, -1.549, -0.065], [3.418, -0.686, -0.403], [3.387, 0.651, 0.328], [2.144, 1.455, -0.048], [0.895, 0.672, 0.348], [-0.347, 1.215, -0.299], [-0.232, 2.096, -1.157], [-1.481, 0.580, -0.040], [-1.801, -0.205, 1.188], [-3.085, -0.940, 0.788], [-3.811, 0.082, -0.086], [-2.685, 0.739, -0.889], [2.250, -1.872, 0.978], [2.155, -2.434, -0.700], [4.310, -1.244, -0.114], [3.463, -0.519, -1.480], [3.410, 0.492, 1.408], [4.271, 1.226, 0.055], [2.148, 2.420, 0.458], [2.124, 1.643, -1.123], [0.769, 0.675, 1.437], [-2.023, 0.519, 1.984], [-1.025, -0.874, 1.551], [-3.670, -1.251, 1.649], [-2.834, -1.828, 0.206], [-4.563, -0.376, -0.722], [-4.301, 0.826, 0.544], [-2.519, 0.208, -1.837], [-2.867, 1.782, -1.155]]
}

---

No. 10
{
  "formula": "C4H8NO2",
  "method": "wB97M-V/def2-TZVPD",
  "smiles": "CC[C@@H](N)C(=O)[O-]",
  "charge": -1,
  "gap_ev": 7.8,
  "relative_energy_kcal_mol": 37.3,
  "e_homo_ev": -3.803,
  "lumo_energy_ha": 0.1487,
  "e_tot_ha": -362.46477,
  "elements": ["C", "C", "C", "N", "C", "O", "O", "H", "H", "H", "H", "H", "H", "H", "H"],
  "xyz": [[0.021, -1.761, -1.951], [0.630, -0.484, -1.241], [-0.433, -0.070, -0.122], [-0.756, -1.259, 0.758], [0.141, 1.078, 0.759], [-0.654, 1.462, 1.793], [1.205, 1.674, 0.389], [-1.008, -1.717, -2.280], [-0.024, -2.469, -1.196], [0.634, -2.072, -2.818], [0.573, 0.403, -1.943], [1.694, -0.652, -1.196], [-1.334, 0.334, -0.649], [-0.158, -1.632, 1.430], [-1.645, -1.056, 1.217]]
}